Record 1
18
Properties=species:S:1:pos:R:3:nbo_charge:R:1 method="wB97M-V/def2-TZVPD" homo_lumo_gap_ev=8.5910 spin_multiplicity=1 energy_ev=-17672.0361 de_lowest_kcal_mol=9.6 charge=+1
C 0.0505 -0.5837 -0.6561 -0.222
C 0.7943 0.2928 0.3795 -0.425
C 2.2610 -0.1303 0.3477 -0.522
S 3.4866 1.0951 0.9350 -0.008
N -1.3772 -0.2140 -0.9487 -0.677
H 0.0852 -1.6256 -0.3516 0.227
H 0.6133 -0.4883 -1.5840 0.219
H 0.6668 1.3528 0.1540 0.225
H 0.3045 0.1363 1.3410 0.222
H 2.4873 -1.0819 0.8183 0.231
H 2.4598 -0.2527 -0.7208 0.208
H 4.4533 0.6437 0.1005 0.144
H -2.0014 -0.2182 -0.1314 0.477
H -1.7451 -0.8641 -1.6444 0.438
H -1.3577 0.6904 -1.4169 0.436
H -3.9863 -0.3284 1.2959 0.504
H -3.7330 1.2164 1.2165 0.510
O -3.4619 0.3598 0.8655 -0.986

=====

Record 2
97
Properties=species:S:1:pos:R:3:mulliken_charge:R:1 method="wB97M-V/def2-TZVPD" homo_lumo_gap_ev=9.2483 spin_multiplicity=1 energy_ev=-60245.2575 charge=-1
O -0.8803 1.0943 1.4769 -0.659
C -0.1494 0.1216 1.1533 0.604
O 0.0154 -0.2998 -0.0584 -0.460
B 1.0381 -1.3722 -0.0098 0.982
O 1.5628 -1.3298 1.3880 -0.440
C 0.9014 -0.4930 2.0950 0.630
O 1.0262 -0.2144 3.3135 -0.664
O 2.1364 -1.2547 -0.9309 -0.420
C 1.9117 -2.1194 -1.9011 0.590
O 2.6022 -2.2153 -2.9509 -0.658
C 0.8050 -3.0879 -1.4794 0.613
O 0.3846 -2.6881 -0.3676 -0.462
O 0.4812 -4.0787 -2.1533 -0.657
C 7.1751 -4.5872 3.3775 -0.604
O 8.4866 -4.9666 3.0695 -0.475
H 6.9145 -5.0972 4.3049 0.263
H 7.0019 -3.5158 3.4787 0.237
H 6.3507 -4.9598 2.7694 0.269
H 8.3029 -5.7575 2.5573 0.310
C -0.2612 5.5326 9.4907 -0.555
O 1.0667 4.9108 9.5352 -0.503
H -0.6374 5.5921 8.4694 0.236
H -0.9971 4.8633 9.9364 0.264
H -0.4422 6.4951 9.9693 0.253
H 1.1290 4.2746 8.8189 0.306
C 2.4553 -8.3815 -8.8948 -0.463
O 1.5400 -8.8220 -7.9018 -0.487
H 2.7596 -9.3588 -9.2693 0.175
H 1.9034 -7.7874 -9.6232 0.229
H 3.2439 -7.7019 -8.5718 0.250
H 1.3866 -8.0230 -7.3922 0.296
C 9.6853 -2.0463 -4.5470 -0.497
O 9.2545 -2.8719 -5.6643 -0.508
H 10.3754 -1.2301 -4.7608 0.229
H 8.7654 -1.6057 -4.1626 0.217
H 10.1229 -2.5345 -3.6763 0.239
H 8.2986 -2.9590 -5.6479 0.319
C 5.5468 -1.2511 -11.7815 -1.204
C 5.6367 0.0080 -11.0115 0.474
C 5.8614 1.2614 -11.8372 -1.251
O 4.4150 0.0213 -10.2279 -0.574
H 4.6901 -1.1711 -12.4506 0.327
H 5.4695 -2.1275 -11.1379 0.286
H 6.4776 -1.3004 -12.3465 0.342
H 6.3704 -0.0949 -10.2120 0.312
H 5.9220 2.1498 -11.2086 0.297
H 5.0548 1.4002 -12.5570 0.340
H 6.6962 1.0133 -12.4927 0.330
H 4.6065 -0.1777 -9.3084 0.322
C -0.4364 -7.3201 4.3811 -1.328
C -0.6109 -6.3778 5.4885 0.767
C -1.6985 -5.4167 5.3823 -1.360
O -0.7971 -7.1311 6.6284 -0.576
H -1.3034 -7.9735 4.2846 0.331
H 0.3864 -7.9722 4.6742 0.276
H -0.4068 -6.8854 3.3820 0.361
H 0.3094 -5.8036 5.5952 0.221
H -2.6675 -5.9115 5.3162 0.342
H -1.6260 -4.8773 4.4379 0.349
H -1.7329 -4.7622 6.2532 0.293
H -0.0333 -7.2520 7.1973 0.324
C -6.8141 0.2061 6.1396 -1.194
C -7.5501 -0.7934 5.1692 0.392
C -8.2650 -1.8261 6.0932 -1.251
O -8.4399 -0.2144 4.2473 -0.540
H -6.0553 -0.2600 6.7681 0.326
H -7.6060 0.5468 6.8065 0.334
H -6.4980 1.1650 5.7290 0.360
H -6.7940 -1.3274 4.5935 0.229
H -8.7623 -2.6025 5.5118 0.323
H -9.0017 -1.3436 6.7356 0.344
H -7.4716 -2.3593 6.6169 0.352
H -7.8879 0.4305 3.7989 0.326
C -6.8330 3.8486 -2.5803 -1.037
C -7.4513 4.8044 -1.5512 0.416
C -8.9818 4.8992 -1.6658 -1.430
O -7.2867 4.1797 -0.3037 -0.514
H -6.0402 3.2251 -2.1669 0.304
H -6.2585 4.2858 -3.3969 0.327
H -7.5751 3.2090 -3.0582 0.274
H -7.1081 5.8225 -1.7356 0.269
H -9.3564 5.4971 -0.8349 0.341
H -9.4245 3.9260 -1.4540 0.365
H -9.3208 5.4081 -2.5682 0.366
H -6.3774 4.3435 -0.0430 0.318
C 0.2878 8.8968 1.2371 -1.233
C -0.3777 9.2862 2.5652 0.682
C 0.5286 9.1482 3.7603 -1.435
O -0.6847 10.6277 2.5921 -0.553
H -0.4804 9.0025 0.4711 0.293
H 0.6899 7.8851 1.2914 0.356
H 1.1435 9.5202 0.9776 0.329
H -1.3137 8.7480 2.7146 0.164
H 1.4319 9.7582 3.7536 0.350
H 0.8951 8.1323 3.9081 0.355
H 0.0502 9.4282 4.6989 0.383
H -0.8567 10.9228 3.4893 0.308

=====

Record 3
115
Properties=species:S:1:pos:R:3:mulliken_charge:R:1 method="wB97M-V/def2-TZVPD" homo_lumo_gap_ev=6.7494 spin_multiplicity=1 energy_ev=-74177.9012 de_lowest_kcal_mol=90.0 charge=+1
C 0.0634 -2.6839 2.4273 0.172
C -0.6993 -1.9623 3.2402 -0.399
S -2.1573 -1.5909 4.3532 0.254
C -1.5805 -1.3693 6.1074 -0.205
C -0.8737 0.0503 6.4251 -0.347
N 0.6475 -0.0118 6.3675 -0.590
C -2.9076 0.0026 3.6710 -0.479
C -3.7858 -0.4837 2.3737 0.331
O -4.2672 -1.6669 2.3406 -0.443
O -4.0193 0.3464 1.2197 -0.276
C -2.8590 0.4152 0.3598 0.629
C -2.6717 -0.3817 -1.0326 -0.628
O -1.8936 1.2081 0.6897 -0.476
H 0.6985 -3.3850 1.7511 0.336
H -2.5000 -1.4634 6.8018 0.449
H -0.8065 -2.1984 6.4066 -0.017
H -1.2602 0.9352 5.7964 0.206
H -1.1131 0.2979 7.5431 0.315
H 1.0415 0.3030 7.2805 0.275
H 0.9583 -0.9841 6.2050 0.249
H -2.1076 0.7177 3.2408 0.412
H -3.5481 0.5655 4.4417 0.519
H -3.6691 -0.7480 -1.4975 0.326
H -1.9550 -1.2938 -0.9263 0.238
H -2.1411 0.3334 -1.7852 0.075
C 1.9539 -5.9543 3.8122 -0.566
O 1.1957 -4.8934 4.3748 -0.371
H 2.0188 -5.8086 2.7328 0.169
H 2.9600 -5.9532 4.2382 0.273
H 1.4618 -6.9077 4.0191 0.268
H 1.1544 -5.0476 5.3296 0.253
C -2.9964 2.4781 -4.3405 -0.766
O -1.6151 2.3061 -4.6204 -0.111
H -3.5641 1.7166 -4.8779 0.327
H -3.1677 2.3678 -3.2666 0.205
H -3.3173 3.4688 -4.6709 0.347
H -1.1375 2.9934 -4.1314 0.090
C 0.3263 -0.3785 -5.5830 -0.406
O -1.0717 -0.6138 -5.5393 -0.506
H 0.8399 -1.3296 -5.7331 0.309
H 0.5603 0.2939 -6.4122 0.298
H 0.6541 0.0646 -4.6392 -0.013
H -1.5013 0.2455 -5.4056 0.269
C 1.5066 2.4401 -2.7160 -0.796
O 0.7625 3.5069 -2.1485 -0.480
H 1.5744 2.5909 -3.7953 0.377
H 2.5090 2.4261 -2.2899 0.337
H 1.0003 1.4930 -2.5137 0.241
H 0.7187 3.3474 -1.1951 0.241
C -1.0014 -4.2904 8.6745 -0.582
O 0.0554 -3.7599 7.8860 -0.492
H -1.8883 -4.4019 8.0489 0.228
H -0.7108 -5.2671 9.0671 0.315
H -1.2232 -3.6073 9.4976 0.204
H 0.8285 -3.6719 8.4664 0.336
C -3.0641 -2.3908 -7.9742 -0.424
O -1.6850 -2.5633 -8.2541 -0.538
H -3.6329 -3.1516 -8.5114 0.255
H -3.2362 -2.5012 -6.9002 0.220
H -3.3831 -1.4005 -8.3047 0.205
H -1.2082 -1.8768 -7.7654 0.289
C 3.7895 1.6532 0.3223 -0.467
O 2.5280 1.6932 -0.3302 -0.369
H 4.5697 1.5062 -0.4259 0.100
H 3.9623 2.5972 0.8450 0.279
H 3.8086 0.8230 1.0327 0.233
H 1.8568 1.8238 0.3551 0.223
C 1.2849 7.1813 -1.2402 -0.393
O -0.0893 7.0108 -1.5550 -0.526
H 1.5371 8.2397 -1.3168 0.237
H 1.4723 6.8381 -0.2213 0.185
H 1.8954 6.6116 -1.9459 0.228
H -0.2836 6.0660 -1.4793 0.287
C 3.8328 7.9941 2.0626 -0.521
O 2.5731 8.0338 1.4104 -0.466
H 4.6129 7.8468 1.3145 0.220
H 4.0063 8.9381 2.5850 0.247
H 3.8526 7.1643 2.7739 0.243
H 1.9018 8.1649 2.0949 0.266
C 5.3474 0.5144 -3.1680 0.124
O 6.0977 0.1703 -2.0126 -0.527
H 4.3964 0.9492 -2.8554 -0.202
H 5.9023 1.2456 -3.7610 0.283
H 5.1575 -0.3827 -3.7623 0.078
H 6.9325 -0.2113 -2.3183 0.307
C 5.7770 -3.2721 -5.0216 -0.544
O 5.7900 -2.1136 -5.8406 -0.498
H 6.4857 -3.1340 -4.2037 0.201
H 4.7750 -3.4208 -4.6109 0.241
H 6.0717 -4.1430 -5.6122 0.308
H 5.1549 -2.2628 -6.5552 0.298
C -4.5810 -6.3100 6.8128 -0.507
O -3.3355 -6.5838 7.4361 -0.482
H -5.2194 -5.7771 7.5189 0.226
H -4.4208 -5.6873 5.9286 0.198
H -5.0628 -7.2479 6.5267 0.285
H -2.7913 -7.0553 6.7897 0.289
C 0.7862 -2.4401 11.3027 -0.453
O 1.5901 -2.4543 10.1309 -0.503
H 1.3017 -2.9902 12.0907 0.242
H 0.6270 -1.4087 11.6261 0.265
H -0.1735 -2.9189 11.0963 0.198
H 1.1109 -1.9604 9.4501 0.257
C -0.0823 4.8768 -6.2933 -0.235
O -1.4536 4.7065 -6.6064 -0.545
H 0.1701 5.9352 -6.3693 0.283
H 0.1063 4.5327 -5.2727 -0.046
H 0.5276 4.3077 -6.9996 0.235
H -1.6478 3.7588 -6.5306 0.315
C -5.6308 0.0830 -10.6162 -0.530
O -4.3914 -0.2090 -9.9900 -0.473
H -6.2647 0.6213 -9.9101 0.201
H -5.4598 0.7068 -11.4970 0.241
H -6.1237 -0.8479 -10.9076 0.255
H -3.8508 -0.6849 -10.6364 0.281

=====

Record 4
17
Properties=species:S:1:pos:R:3:nbo_charge:R:1 method="wB97M-V/def2-TZVPD" homo_lumo_gap_ev=6.5712 spin_multiplicity=1 energy_ev=-20242.1328 de_lowest_kcal_mol=18.2 charge=-1
C -1.0369 -0.0614 -2.8572 -0.749
S 0.5593 -0.9684 -2.4313 -0.733
H -1.5757 -0.6271 -3.6227 0.181
H -0.6122 0.8045 -3.3710 0.192
H -1.8036 0.4382 -2.2359 0.170
H -0.0116 -2.6732 0.6181 0.464
H 1.1117 -2.2415 -0.2923 0.510
O 0.8717 -2.3152 0.6461 -0.984
H -0.7564 1.3641 -0.0824 0.457
H 0.3968 0.7298 -0.7954 0.503
O 0.1795 1.4763 -0.2086 -0.992
H -2.5650 2.2465 3.9315 0.465
H -1.0778 1.7458 3.6893 0.498
O -1.6568 2.5032 3.8546 -0.964
H 0.6509 -0.7737 1.9100 0.498
H 0.7814 0.6930 1.8186 0.489
O 0.7016 -0.0018 2.4982 -1.005

=====

Record 5
12
Properties=species:S:1:pos:R:3:mulliken_spin:R:1 method="wB97M-V/def2-TZVPD" homo_lumo_gap_ev="10.6389 / 10.9651" s2=0.754 spin_multiplicity=2 energy_ev=-5956.0329 de_lowest_kcal_mol=4.0 charge=0
F -1.9177 -1.4811 0.0659 0.212
H 0.3052 -1.7874 -0.8280 0.018
C 0.6957 -0.7503 -0.7877 -0.013
C 0.0223 -0.1510 0.4248 0.629
C -0.1121 1.3377 0.4478 -0.024
H 1.7795 -0.7843 -0.6656 0.037
H 0.4357 -0.2217 -1.7102 0.001
H -1.1939 -0.7404 0.3289 0.065
H 0.4137 -0.5617 1.3617 0.008
H -0.8414 1.6428 1.2056 0.013
H 0.8407 1.8130 0.6978 0.050
H -0.4277 1.6843 -0.5411 0.003

=====

Record 6
108
Properties=species:S:1:pos:R:3:mulliken_charge:R:1 method="wB97M-V/def2-TZVPD" homo_lumo_gap_ev=8.9659 spin_multiplicity=1 energy_ev=-73999.1028 de_lowest_kcal_mol=69.0 charge=0
F -9.0402 -0.5938 -1.9565 -0.309
C -8.4944 -1.6319 -2.6877 0.400
C -7.4420 -1.3259 -3.5371 -0.341
C -6.7495 -2.3569 -4.1544 -0.396
C -7.1650 -3.6865 -3.9637 -0.431
C -8.2811 -3.9880 -3.1845 -0.320
C -8.9461 -2.9618 -2.5043 -0.478
H -7.0723 -0.3156 -3.6320 0.408
H -5.9122 -2.1546 -4.8060 0.377
H -6.6199 -4.4714 -4.4669 0.368
H -8.5406 -5.0312 -3.0800 0.362
H -9.7274 -3.3424 -1.8631 0.362
F 2.1985 11.7195 -4.5340 -0.288
C 1.7197 10.5045 -4.1259 0.384
C 1.4878 9.5082 -5.1099 -0.319
C 0.8204 8.3439 -4.7672 -0.430
C 0.4953 8.0858 -3.4306 -0.499
C 0.7975 9.0510 -2.4399 -0.329
C 1.4607 10.2346 -2.8170 -0.398
H 1.7375 9.6815 -6.1462 0.390
H 0.5304 7.6329 -5.5266 0.369
H -0.1198 7.2514 -3.1275 0.413
H 0.3263 8.9156 -1.4776 0.364
H 1.4868 11.0135 -2.0693 0.342
F -7.1854 -1.6827 3.2592 -0.310
C -7.4741 -0.4806 3.8673 0.690
C -6.4910 0.2491 4.5746 -0.715
C -6.8609 1.3736 5.2520 -0.038
C -8.1548 1.8502 5.3098 -0.756
C -9.1011 1.1265 4.5012 -0.127
C -8.7937 -0.0365 3.7926 -0.600
H -5.4973 -0.1285 4.7652 0.394
H -6.0628 1.8961 5.7584 0.334
H -8.3146 2.7894 5.8185 0.379
H -10.1004 1.5310 4.4355 0.333
H -9.5433 -0.5309 3.1924 0.416
F 4.9394 1.8251 3.2349 -0.270
C 5.7485 2.8729 3.1044 0.182
C 5.3109 3.9846 2.3405 -0.187
C 5.9681 5.2156 2.3506 -0.475
C 7.1642 5.2885 3.0631 -0.345
C 7.6305 4.2649 3.9041 -0.411
C 6.9264 3.0305 3.8969 -0.276
H 4.4195 3.9389 1.7323 0.363
H 5.4777 6.0013 1.7952 0.376
H 7.6921 6.2276 3.1401 0.326
H 8.4880 4.2618 4.5606 0.357
H 7.2409 2.3030 4.6306 0.359
F -2.3162 0.8640 -2.1771 -0.300
C -1.4252 0.1656 -1.5152 0.423
C -0.0505 0.4364 -1.7183 -0.473
C 0.8777 -0.3242 -0.9921 -0.382
C 0.4108 -1.2857 -0.0819 -0.418
C -0.9541 -1.5501 0.1230 -0.437
C -1.9004 -0.8452 -0.6641 -0.373
H 0.3703 1.0516 -2.4999 0.402
H 1.9505 -0.2864 -1.1108 0.399
H 1.1096 -1.9204 0.4427 0.355
H -1.4251 -2.1942 0.8508 0.375
H -2.9251 -1.1864 -0.6652 0.426
C 5.0574 -6.4873 0.6014 -0.681
C 4.0268 -6.7677 -0.3794 0.287
N 3.1595 -6.9657 -1.1392 -0.361
H 6.0243 -6.5263 0.0998 0.249
H 5.0094 -7.1496 1.4658 0.279
H 4.9134 -5.4598 0.9354 0.227
C -5.3149 4.3162 0.1457 -0.687
C -4.1479 4.9914 0.6945 0.289
N -3.2349 5.5276 1.1697 -0.373
H -6.1804 4.8774 0.4980 0.269
H -5.3721 3.3138 0.5700 0.245
H -5.2799 4.3071 -0.9437 0.258
C -2.4749 -7.7497 -1.1448 -0.758
C -2.8481 -8.8067 -0.1610 0.336
N -3.1394 -9.6017 0.6329 -0.360
H -3.3464 -7.1041 -1.2535 0.237
H -2.1443 -8.0331 -2.1441 0.283
H -1.8005 -7.0142 -0.7064 0.259
C 2.0860 -3.6630 -5.9933 -0.660
C 0.7584 -4.3047 -5.8841 0.258
N -0.2766 -4.8092 -5.8498 -0.351
H 2.0294 -2.8696 -6.7385 0.261
H 2.7342 -4.4766 -6.3188 0.245
H 2.4198 -3.3165 -5.0153 0.248
C -0.2921 -6.7999 7.3233 -0.698
C 0.1494 -6.3938 5.9944 0.295
N 0.5313 -6.0293 4.9607 -0.360
H -0.6669 -7.8198 7.2373 0.248
H -1.1084 -6.1823 7.6979 0.261
H 0.5459 -6.7340 8.0172 0.254
C 5.1180 -2.9841 6.0419 -0.667
C 5.1651 -4.4541 6.3959 0.260
N 5.2504 -5.5695 6.6545 -0.354
H 5.9749 -2.6860 5.4378 0.258
H 5.0844 -2.5265 7.0306 0.243
H 4.2277 -2.7532 5.4571 0.260
C 5.2326 4.6823 -3.8231 -0.630
C 4.9093 3.3380 -4.3397 0.281
N 4.6717 2.2666 -4.7407 -0.388
H 5.6775 4.5645 -2.8350 0.245
H 4.3457 5.3099 -3.9105 0.235
H 5.9372 5.1239 -4.5277 0.256
C 7.9794 -1.8483 -2.1689 -0.718
C 9.3206 -1.6980 -2.6140 0.343
N 10.4300 -1.5038 -2.9802 -0.369
H 7.5930 -1.1212 -1.4547 0.265
H 7.7097 -2.8120 -1.7368 0.243
H 7.4564 -1.7763 -3.1225 0.236